C33H94N6O15 | ωB97M-V/def2-TZVPD

The geometry in XYZ format:
```
148
Properties=species:S:1:pos:R:3:forces:R:3
C 17.149215 8.352119 16.519949 0.2 -0.2 0.2
C 17.544253 8.724000 17.931735 -0.5 -0.4 0.0
O 18.925878 8.694152 18.082973 0.6 -0.5 1.0
O 18.074170 9.120363 15.763900 0.0 -0.3 0.8
H 16.128133 8.623343 16.252211 -0.3 0.3 0.3
H 17.202549 7.275271 16.318479 0.5 0.0 0.0
H 17.098263 8.135246 18.725567 -0.1 -0.4 -0.1
H 17.179970 9.712252 18.080184 -0.4 1.3 0.3
H 19.315303 8.919902 17.242142 0.1 0.2 -0.6
H 17.836310 8.937688 14.869409 -0.3 0.2 -1.9
C 8.278198 9.375895 14.097754 1.3 -1.6 0.2
C 8.398534 10.207356 15.335210 1.2 0.3 0.8
O 9.391596 9.793672 16.341097 -1.2 0.2 -1.6
O 9.540270 9.517581 13.426578 -0.6 0.6 0.2
H 7.411682 9.740743 13.552584 0.0 0.2 -0.5
H 8.155639 8.264439 14.223044 -0.3 1.0 0.5
H 7.476304 10.222807 15.870415 -0.8 0.3 0.3
H 8.684133 11.206311 14.929968 -0.3 -0.3 0.6
H 10.136023 9.522879 15.801309 0.7 -0.1 0.1
H 9.589965 8.735434 12.852664 0.2 -0.3 -0.4
C 16.059756 13.818000 12.272815 0.4 0.1 -0.1
C 15.664625 14.098488 10.831905 -0.8 -0.2 0.5
O 16.586195 13.600384 9.868298 0.4 0.0 0.7
O 16.175106 12.443887 12.565170 0.0 -0.2 0.8
H 15.278324 14.101027 12.985340 0.2 0.8 -0.4
H 17.004393 14.386314 12.469922 -0.5 -0.5 0.2
H 15.580280 15.178326 10.750511 -0.3 0.3 -0.2
H 14.683245 13.625520 10.655838 0.4 0.2 -0.2
H 17.465732 13.892630 10.165085 -0.3 -0.1 -0.4
H 16.585106 11.965336 11.856893 0.4 -0.4 -0.8
C 12.619886 10.526888 14.126757 -0.3 -0.3 0.3
C 12.345135 11.218616 12.824394 0.2 -0.1 -1.5
O 13.133912 12.410076 12.565581 -1.3 -0.6 0.6
O 13.999129 10.367174 14.287956 1.5 0.2 0.9
H 12.126801 9.535601 14.135076 0.2 0.4 -0.3
H 12.134265 11.065334 14.931009 0.2 0.3 0.5
H 11.284037 11.478722 12.866025 0.1 0.0 -0.6
H 12.587415 10.508387 11.976349 -0.6 0.6 0.8
H 13.978144 12.197432 12.952942 1.0 -0.1 0.2
H 14.423005 10.860808 15.049298 -0.7 -0.3 -0.7
C 13.816700 16.203683 14.306107 -0.8 1.0 -0.2
O 14.279293 16.371206 15.642341 -0.2 -0.2 -0.7
H 14.617568 16.401996 13.558956 -0.4 -0.4 0.4
H 13.294790 15.242316 14.150770 0.4 0.1 -0.1
H 13.080046 17.000594 14.158704 0.0 -0.2 -0.2
H 15.112056 15.910890 15.581651 0.9 -0.4 0.8
C 15.673531 7.095792 13.060457 -0.1 0.1 -1.2
C 16.307393 8.242452 12.275648 0.4 0.6 0.5
C 15.471272 8.831491 11.131381 0.6 -1.0 0.1
O 16.364322 9.653765 10.404766 -0.1 0.8 -0.1
C 15.737045 10.415876 9.376137 -0.1 -1.3 -1.1
N 16.779358 9.276726 13.235090 -0.5 0.9 -0.5
H 14.772563 7.379641 13.633929 0.5 -0.2 -0.3
H 16.449879 6.665539 13.665007 0.2 0.0 0.8
H 15.493341 6.300043 12.332684 -0.7 0.0 0.1
H 17.224005 7.863680 11.790463 -0.3 0.0 0.1
H 14.601236 9.361185 11.489064 -0.3 0.6 0.3
H 15.073802 8.003648 10.513505 0.3 0.2 -0.1
H 16.467477 11.000530 8.784870 -0.2 -0.3 0.8
H 14.946829 11.062164 9.748499 0.0 0.2 0.2
H 15.275692 9.676308 8.668655 0.1 0.6 0.3
H 15.985537 9.906861 13.489395 0.5 -0.9 -0.1
H 17.400007 9.913865 12.726044 -0.1 -0.3 0.1
C 12.514745 10.521718 20.352261 -0.4 -0.6 0.3
C 11.868172 10.202904 19.006241 0.4 -0.8 0.4
C 12.766589 9.207817 18.215768 -1.0 0.2 0.7
O 12.148683 8.861342 16.979857 0.6 0.2 0.7
C 12.588989 7.598588 16.521693 -0.1 0.9 0.9
N 10.549885 9.563223 19.244672 1.0 0.3 -0.3
H 12.172844 11.472504 20.734669 -0.3 0.3 0.1
H 13.603409 10.589412 20.372917 0.0 -0.3 -0.2
H 12.145765 9.726967 21.027350 0.5 0.4 0.0
H 11.711273 11.135888 18.468548 0.4 0.1 -0.5
H 12.955659 8.301594 18.846052 -0.4 0.5 -0.4
H 13.731803 9.664349 18.043087 0.5 0.2 -0.2
H 13.663453 7.505950 16.481812 0.6 0.2 -0.2
H 12.159804 7.529858 15.569796 -0.4 -0.6 -1.5
H 12.221641 6.842578 17.184555 -0.4 -0.7 0.4
H 10.154807 9.603098 18.315917 -0.8 -0.3 -0.1
H 9.999753 10.177781 19.837396 0.0 0.0 -0.1
C 10.957796 13.636753 15.626725 0.6 -0.4 -0.4
C 10.228510 14.963240 15.558198 -0.6 0.1 1.5
C 8.771446 14.826599 15.063553 0.6 0.4 -0.8
O 8.051312 13.856443 15.785681 0.2 -0.1 0.1
C 6.764307 13.599521 15.247929 0.6 0.5 0.3
N 10.245108 15.777286 16.819473 -1.0 -0.8 -0.5
H 10.525198 12.842971 16.238546 -0.3 0.2 -0.1
H 11.983845 13.769825 15.956121 0.2 0.3 0.4
H 11.119323 13.275112 14.606781 -0.4 -0.3 -0.1
H 10.801894 15.575312 14.884633 -0.1 0.3 -0.8
H 8.716208 14.590845 13.988777 0.4 -0.3 0.0
H 8.337942 15.825253 15.092904 -0.4 0.2 0.5
H 6.142597 14.493755 15.422827 -0.3 -0.6 0.0
H 6.421261 12.666300 15.687683 -0.4 0.3 0.4
H 6.808849 13.414840 14.182886 0.2 0.1 -0.6
H 9.745767 15.293761 17.574744 0.5 0.2 -0.4
H 11.185664 16.010402 17.093871 0.2 -0.2 0.2
C 15.089577 12.615232 18.166536 -1.9 -1.3 2.9
C 15.461322 13.131135 16.848309 0.6 0.3 -1.9
C 16.538922 14.188183 17.048113 0.8 1.1 -0.8
O 16.850087 14.974561 15.821309 -1.1 -1.5 0.8
C 17.608982 16.122462 16.075154 0.2 0.6 1.1
N 15.865014 12.013829 15.990026 -0.6 -1.0 0.8
H 14.886897 11.500889 18.092239 -0.1 1.4 0.3
H 14.254459 13.147147 18.727871 0.3 -0.7 -1.4
H 15.809372 12.755492 18.964124 1.1 -0.3 -0.2
H 14.581023 13.539260 16.312129 0.4 0.3 0.5
H 17.500780 13.745185 17.397577 -0.7 0.1 -0.2
H 16.170264 14.866221 17.827252 0.1 0.2 -0.1
H 17.053937 16.808417 16.778844 0.5 -0.3 -0.9
H 17.871605 16.594370 15.120956 -0.4 0.0 0.3
H 18.557640 15.881447 16.578016 -0.1 -0.1 -0.1
H 16.222036 12.338942 15.132726 0.7 0.3 -1.3
H 16.484635 11.302803 16.390573 0.0 0.7 0.0
C 11.069915 17.131681 11.811186 -0.7 -1.8 0.8
C 11.644341 15.837818 11.224926 -0.2 0.6 -0.2
C 10.913311 14.599526 11.663895 0.4 -0.5 1.1
O 9.598904 14.680554 11.214450 -0.7 0.3 -0.6
C 8.925664 13.472892 11.033461 -0.9 -0.6 1.3
N 11.590415 15.965051 9.783809 0.8 -0.3 -1.0
H 11.352391 17.103622 12.863004 -0.2 0.6 0.1
H 9.976266 17.126566 11.746059 0.1 0.0 0.0
H 11.425846 17.971316 11.280927 0.7 1.0 -0.3
H 12.672352 15.768606 11.573761 0.3 -0.2 -0.2
H 10.935738 14.452060 12.750031 -0.1 0.3 0.2
H 11.446976 13.721475 11.305413 0.0 -0.3 -0.5
H 8.771867 12.937421 12.010148 0.1 0.4 -0.5
H 9.458782 12.760785 10.408054 0.2 0.0 -0.4
H 7.915890 13.694403 10.637861 0.6 -0.1 0.0
H 10.622963 15.979461 9.516769 -0.5 0.2 -0.1
H 11.968796 15.152408 9.287806 0.1 0.2 0.4
C 10.732576 8.822793 10.121783 -0.8 -0.5 0.2
C 9.325931 8.287531 10.430350 0.0 1.0 -0.1
C 8.702583 7.641445 9.181619 -0.5 0.0 1.4
O 7.401588 7.245834 9.625002 0.2 0.1 -1.1
C 6.600380 6.952434 8.485879 -0.2 -0.5 0.9
N 9.315413 7.459515 11.656551 -0.9 0.0 -0.4
H 11.367059 8.023968 9.817248 0.7 -0.9 -0.3
H 11.239089 9.347968 10.909850 -0.2 0.2 0.6
H 10.660551 9.482723 9.286816 0.0 0.6 -0.7
H 8.679147 9.194616 10.594668 0.4 -0.9 0.3
H 9.215534 6.743209 8.809881 0.3 0.2 0.0
H 8.609189 8.404885 8.393686 0.2 -0.2 0.0
H 6.374360 7.868137 7.930438 -0.1 -0.2 -0.1
H 5.707651 6.476186 8.887279 -0.3 0.3 -0.2
H 7.081573 6.197950 7.859889 0.2 0.2 -0.3
H 10.009714 6.744337 11.609618 0.8 -0.4 -0.2
H 8.434447 6.937068 11.798445 0.4 0.7 -0.4
```
Forces are in eV/Å.

Properties
frontier orbital gap	9.28	eV
energy above the lowest of the compared OMol25 structures with the same formula, charge and spin	0.0	kcal/mol
SMILES	COC[C@H](C)N.COC[C@H](C)N.COC[C@H](C)N.COC[C@H](C)N.COC[C@H](C)N.COC[C@H](C)N.OCCO.OCCO.OCCO.OCCO.CO
HOMO level	-8.89	eV
total charge	0
LUMO energy	0.39	eV